Record 1
DFT (ωB97M-V/def2-TZVPD) results for a structure of composition C11H19N4OSTc at a distorted geometry.

Values from the calculation:
DFT total energy	-32726.1580	eV
highest occupied orbital energy (alpha / beta)	-19.2 / -19.1	eV
Kohn-Sham gap (alpha / beta)	0.245 / 0.232	Eh
LUMO level (alpha / beta)	-12.5 / -12.8	eV

The geometry in ORCA input format:
```
! wB97M-V def2-TZVPD RIJCOSX def2/J DEFGRID3
* xyz 3 4
Tc -0.909 0.594 -0.979
C -2.217 -1.685 -3.767
C -1.418 -1.484 -2.508
O -1.859 -0.874 -1.542
N -0.160 -2.044 -2.564
C 0.800 -1.761 -1.514
C 1.563 -0.486 -1.795
C 2.854 -0.531 -2.318
C 3.505 0.667 -2.603
C 2.853 1.871 -2.366
C 1.569 1.828 -1.853
N 0.914 0.683 -1.569
H -3.284 -1.621 -3.535
H -2.020 -2.671 -4.198
H -1.954 -0.909 -4.490
H 0.203 -2.292 -3.473
H 1.482 -2.616 -1.456
H 0.290 -1.676 -0.548
H 3.350 -1.477 -2.504
H 4.513 0.661 -3.009
H 3.332 2.820 -2.577
H 1.012 2.739 -1.651
C -2.773 0.585 4.867
N -2.347 0.587 3.486
C -1.080 0.593 2.985
S -0.909 0.594 1.326
N -0.075 0.597 3.906
C 1.354 0.604 3.656
H -3.865 0.579 4.895
H -2.393 1.481 5.364
H -2.384 -0.308 5.364
H -3.069 0.584 2.774
H -0.342 0.597 4.877
H 1.604 0.603 2.595
H 1.782 -0.282 4.133
H 1.772 1.497 4.128
H -1.695 1.956 -1.535
*
```

Record 2
DFT (ωB97M-V/def2-TZVPD) results for the molecule C18H13NO7S2 at a distorted geometry.

Values from the calculation:
structure (SMILES)	COc1cc(/C=C2/SC(=S)N(CC(=O)O)C2=O)ccc1OC(=O)c1ccco1
DFT total energy	-56369.6664	eV
highest occupied orbital energy	-8.1	eV
Kohn-Sham gap	0.265	Eh
LUMO level	-0.9	eV

The geometry in ORCA input format:
```
! wB97M-V def2-TZVPD RIJCOSX def2/J DEFGRID3
* xyz 0 1
C -2.360 -3.815 -0.529
O -2.652 -2.448 -0.354
C -1.625 -1.588 -0.146
C -0.290 -1.935 -0.078
C 0.712 -0.970 0.140
C 2.062 -1.460 0.195
C 3.275 -0.869 0.341
S 4.698 -1.920 0.357
C 5.796 -0.573 0.531
S 7.418 -0.685 0.643
N 5.087 0.586 0.594
C 5.749 1.863 0.615
C 6.257 2.210 -0.779
O 5.999 1.589 -1.769
O 7.016 3.302 -0.754
C 3.705 0.524 0.478
O 3.028 1.528 0.515
C 0.329 0.365 0.289
C -1.004 0.725 0.227
C -1.984 -0.230 0.016
O -3.328 0.037 -0.107
C -3.933 1.060 0.541
O -3.395 1.823 1.298
C -5.353 1.072 0.186
C -6.083 0.234 -0.626
C -7.404 0.717 -0.593
C -7.381 1.807 0.231
O -6.155 2.026 0.703
H -3.322 -4.301 -0.683
H -1.879 -4.240 0.357
H -1.726 -3.981 -1.405
H 0.003 -2.966 -0.193
H 2.124 -2.540 0.097
H 5.014 2.616 0.919
H 6.587 1.850 1.315
H 7.338 3.519 -1.644
H 1.072 1.125 0.450
H -1.284 1.758 0.350
H -5.704 -0.612 -1.161
H -8.253 0.315 -1.107
H -8.156 2.480 0.542
*
```

Record 3
DFT (ωB97M-V/def2-TZVPD) results for a cluster of 2 separate species, CHBrClNO in total at a distorted geometry.

Values from the calculation:
DFT total energy	-87150.1422	eV
relative energy (zero: lowest compared OMol25 entry of this formula, charge and spin)	5.089	eV
highest occupied orbital energy (alpha / beta)	-9.8 / -9.8	eV
Kohn-Sham gap (alpha / beta)	0.263 / 0.263	Eh
LUMO level (alpha / beta)	-2.6 / -2.6	eV

The geometry in ORCA input format:
```
! wB97M-V def2-TZVPD RIJCOSX def2/J DEFGRID3
* xyz 0 1
C 0.145 -0.804 -0.136
N -0.949 -1.347 -0.043
O -2.317 0.173 -0.138
Cl 1.634 -1.792 0.039
Br -3.947 -0.299 -0.021
H 0.497 0.285 -0.264
*
```

Record 4
DFT (ωB97M-V/def2-TZVPD) results for a cluster of 2 separate species, C6H9N2O2 in total at a distorted geometry.

Values from the calculation:
DFT total energy	-13445.4292	eV
relative energy (zero: lowest compared OMol25 entry of this formula, charge and spin)	0.334	eV
highest occupied orbital energy	-4.7	eV
Kohn-Sham gap	0.315	Eh
LUMO level	3.9	eV

The geometry in ORCA input format:
```
! wB97M-V def2-TZVPD RIJCOSX def2/J DEFGRID3
* xyz -1 1
C 1.200 -3.465 1.143
C -0.592 -0.547 1.971
C 0.462 -1.183 0.179
C 0.356 -2.232 1.068
N -0.128 -0.110 0.785
N -0.308 -1.811 2.199
H -0.402 0.763 0.271
H -1.061 0.117 2.681
H 0.550 -1.249 -0.894
H 0.580 -4.317 1.450
H 1.954 -3.355 1.922
H 1.642 -3.701 0.177
C -0.110 3.362 -2.456
C -0.197 2.079 -1.643
O -0.839 2.162 -0.555
O 0.220 1.027 -2.164
H 0.347 3.259 -3.440
H 0.327 4.202 -1.915
H -1.136 3.669 -2.684
*
```

Record 5
DFT (ωB97M-V/def2-TZVPD) results for the molecule C7H12O2 at a distorted geometry.

Values from the calculation:
structure (SMILES)	CC(C)=C[C@H]1[C@H](O)[C@@H]1O
DFT total energy	-11545.4173	eV
relative energy (zero: lowest compared OMol25 entry of this formula, charge and spin)	2.986	eV
highest occupied orbital energy	-8.4	eV
Kohn-Sham gap	0.334	Eh
LUMO level	0.7	eV

The geometry in ORCA input format:
```
! wB97M-V def2-TZVPD RIJCOSX def2/J DEFGRID3
* xyz 0 1
C 0.981 -0.120 -2.846
C 0.219 0.122 -1.511
C -0.866 1.019 -1.816
C 0.493 -0.515 -0.370
C -0.202 -0.260 0.938
C 0.052 -1.061 2.293
O -1.053 -1.165 3.118
C 0.582 0.347 2.038
O 0.132 1.441 2.779
H 1.024 0.796 -3.330
H 0.299 -0.734 -3.499
H 2.006 -0.614 -2.706
H -1.787 0.426 -1.671
H -0.777 1.225 -2.906
H -0.883 2.019 -1.183
H 1.352 -1.308 -0.399
H -1.179 0.301 0.822
H 0.645 -1.937 2.351
H -1.919 -1.601 2.682
H 1.646 0.385 2.030
H -0.767 1.234 3.186
*
```

Record 6
DFT (ωB97M-V/def2-TZVPD) results for the molecule C5H5NO at a distorted geometry.

Values from the calculation:
structure (SMILES)	N#C/C=C\CC=O
DFT total energy	-8802.2970	eV
relative energy (zero: lowest compared OMol25 entry of this formula, charge and spin)	1.122	eV
highest occupied orbital energy	-10.3	eV
Kohn-Sham gap	0.396	Eh
LUMO level	0.4	eV

The geometry in ORCA input format:
```
! wB97M-V def2-TZVPD RIJCOSX def2/J DEFGRID3
* xyz 0 1
N 2.798 1.574 0.273
C 2.226 0.623 -0.062
C 1.520 -0.552 -0.491
C 0.187 -0.625 -0.524
C -0.764 0.451 -0.106
C -1.835 -0.093 0.817
O -1.853 -1.229 1.224
H 2.132 -1.397 -0.793
H -0.264 -1.555 -0.861
H -1.267 0.895 -0.979
H -0.250 1.282 0.397
H -2.628 0.627 1.104
*
```

Record 7
DFT (ωB97M-V/def2-TZVPD) results for a structure of composition C7H14 at a distorted geometry.

Values from the calculation:
DFT total energy	-7480.5256	eV
relative energy (zero: lowest compared OMol25 entry of this formula, charge and spin)	5.769	eV
highest occupied orbital energy	-10.3	eV
Kohn-Sham gap	0.420	Eh
LUMO level	1.1	eV

The geometry in ORCA input format:
```
! wB97M-V def2-TZVPD RIJCOSX def2/J DEFGRID3
* xyz 0 1
C 1.391 -2.154 -0.229
C 0.558 -2.306 0.724
C 1.191 1.615 -2.002
C 0.825 1.224 -0.459
C -0.619 0.611 -0.328
C -0.873 0.525 1.077
C -2.212 -0.237 1.340
H 2.070 -1.766 -0.993
H 0.222 -2.955 1.564
H 1.878 0.680 -2.469
H 0.196 1.811 -2.751
H 1.955 2.715 -2.026
H 0.906 2.179 0.005
H 1.487 0.453 -0.087
H -1.304 1.349 -0.686
H -0.536 -0.373 -0.686
H -0.732 1.341 1.640
H -0.060 0.020 1.649
H -2.135 -1.075 0.648
H -2.350 -0.412 2.373
H -3.161 0.356 1.080
*
```

Record 8
DFT (ωB97M-V/def2-TZVPD) results for a structure of composition C24H27F6N2O4PdSTe at a distorted geometry.

Values from the calculation:
DFT total energy	-74410.7982	eV
highest occupied orbital energy (alpha / beta)	-5.5 / -5.5	eV
Kohn-Sham gap (alpha / beta)	0.221 / 0.178	Eh
LUMO level (alpha / beta)	0.5 / -0.7	eV

The geometry in ORCA input format:
```
! wB97M-V def2-TZVPD RIJCOSX def2/J DEFGRID3
* xyz -1 3
Pd 0.498 0.712 1.425
C -0.665 -2.271 -2.618
C -0.079 -1.017 -1.966
C 1.184 -0.565 -2.703
C -1.112 0.089 -1.895
C -1.619 0.619 -3.079
C -2.577 1.614 -3.066
C -3.061 2.098 -1.860
C -2.597 1.601 -0.649
C -3.092 2.178 0.666
C -2.168 3.301 1.147
C -4.535 2.679 0.592
C -1.618 0.597 -0.693
N -1.107 0.091 0.544
C -1.876 -0.784 1.291
C -3.039 -1.408 0.826
C -3.720 -2.306 1.630
C -3.271 -2.606 2.911
C -2.120 -2.001 3.403
C -1.470 -1.121 2.581
F -0.321 -0.495 3.052
H 0.068 -3.079 -2.600
H -0.926 -2.085 -3.663
H -1.566 -2.611 -2.102
H 0.204 -1.281 -0.948
H 0.951 -0.293 -3.735
H 1.917 -1.373 -2.724
H 1.639 0.295 -2.216
H -1.244 0.246 -4.024
H -2.951 2.020 -3.997
H -3.805 2.883 -1.866
H -3.073 1.388 1.418
H -2.070 4.073 0.383
H -1.168 2.933 1.377
H -2.564 3.755 2.058
H -4.612 3.597 0.007
H -4.896 2.907 1.596
H -5.200 1.936 0.149
H -3.381 -1.177 -0.174
H -4.614 -2.782 1.251
H -3.807 -3.314 3.527
H -1.735 -2.202 4.392
N 2.499 0.259 2.116
C 3.207 -0.676 1.263
C 4.547 -0.485 0.955
C 5.202 -1.413 0.164
C 4.538 -2.541 -0.309
C 3.201 -2.722 0.008
C 2.536 -1.788 0.788
S 5.416 -3.757 -1.295
O 6.497 -4.184 -0.421
O 4.410 -4.776 -1.564
O 5.852 -3.011 -2.464
H 2.937 1.181 2.142
H 2.446 -0.093 3.066
H 5.061 0.398 1.317
H 6.245 -1.276 -0.093
H 2.701 -3.605 -0.369
H 1.491 -1.932 1.041
F 3.320 2.884 1.364
Te 1.671 3.452 0.551
F 2.177 5.195 1.107
F 2.753 3.613 -0.949
F 0.962 2.496 2.573
F 0.332 4.276 -0.556
O 1.192 1.661 -0.082
*
```